No. 1
A 2-piece molecular cluster, C21H12N7O6 overall in a non-equilibrium geometry, computed with ωB97M-V with the def2-TZVPD basis set.

The geometry in XYZ format:
```
46
Properties=species:S:1:pos:R:3:lowdin_charge:R:1
C 3.250 4.024 0.260 -0.13
C 2.201 4.392 -0.595 -0.11
C 1.442 3.403 -1.219 -0.06
C 1.712 2.036 -0.986 -0.17
C 0.921 0.972 -1.598 -0.25
N 1.389 -0.258 -1.498 0.06
C 0.784 -1.389 -1.722 -0.24
C 1.455 -2.632 -1.679 -0.30
N 1.876 -3.727 -1.675 0.09
C -0.381 1.241 -2.223 -0.18
C -1.291 2.113 -1.591 -0.05
C -2.583 2.266 -2.093 -0.10
C -2.979 1.549 -3.230 -0.11
C -2.077 0.687 -3.871 -0.09
C -0.786 0.534 -3.370 -0.05
C 2.789 1.679 -0.154 -0.04
C 3.549 2.667 0.476 -0.10
H 3.837 4.799 0.755 0.08
H 1.964 5.443 -0.780 0.09
H 0.627 3.678 -1.890 0.10
H -0.299 -1.448 -1.943 0.10
H -0.973 2.661 -0.701 0.11
H -3.269 2.953 -1.592 0.10
H -3.991 1.664 -3.619 0.09
H -2.373 0.122 -4.758 0.10
H -0.084 -0.142 -3.862 0.11
H 3.000 0.617 -0.010 0.10
H 4.371 2.371 1.131 0.09
O -1.796 -0.827 5.742 0.07
N -1.996 -1.349 4.659 -0.16
C -1.228 -1.853 3.616 -0.04
C -2.114 -2.327 2.631 -0.13
N -3.412 -2.147 3.014 0.14
O -3.328 -1.555 4.242 0.03
C -1.592 -2.887 1.387 -0.05
N -2.458 -3.394 0.328 -0.32
O -3.698 -3.368 0.443 0.06
O -1.891 -3.853 -0.692 0.04
C -0.196 -2.927 1.202 0.12
C 0.642 -2.429 2.206 -0.08
N 2.042 -2.307 2.270 -0.15
O 2.930 -2.600 1.485 0.10
O 2.347 -1.737 3.514 0.03
N 1.199 -1.474 4.237 0.15
C 0.181 -1.895 3.428 -0.13
H 0.287 -3.346 0.325 0.09
```

Output
LUMO level in hartree: 0.0111
Charge: -1
Spin multiplicity: 1
HOMO in eV: -3.2

***

No. 2
One molecule with the formula C4H6O2 in a non-equilibrium geometry, computed with ωB97M-V with the def2-TZVPD basis set.

The geometry in XYZ format:
```
12
Properties=species:S:1:pos:R:3:lowdin_charge:R:1
C -0.998 -1.446 0.172 -0.02
C -0.097 -0.289 0.288 -0.34
C 0.296 1.712 -0.338 -0.17
O -0.654 0.990 0.374 -0.01
C 1.226 -0.189 0.234 -0.08
O 1.604 1.121 0.028 -0.04
H -0.390 -2.347 0.087 0.09
H -1.685 -1.494 1.020 0.09
H -1.586 -1.392 -0.752 0.09
H 0.300 2.772 -0.086 0.14
H 0.045 1.552 -1.410 0.14
H 1.940 -0.990 0.382 0.13
```

Output
LUMO level in hartree: 0.0376
SMILES: CC1=COCO1
Energy relative to the best compared isomer or geometry (same formula, charge and spin) in eV: 1.886
Spin multiplicity: 1
HOMO in eV: -8.2

***

No. 3
A 3-piece molecular cluster, C45H30F13NO6 overall in a non-equilibrium geometry, computed with ωB97M-V with the def2-TZVPD basis set.

The geometry in XYZ format:
```
95
Properties=species:S:1:pos:R:3:lowdin_charge:R:1
O -5.476 3.181 -6.072 0.07
C -5.061 2.268 -5.295 -0.40
O -4.166 1.310 -5.858 0.04
N -5.543 2.268 -3.905 -0.08
C -6.878 1.609 -3.766 -0.16
C -6.845 0.003 -3.677 -0.15
C -7.954 -0.742 -4.563 -0.16
C -9.105 -0.068 -5.348 -0.03
C -10.079 -0.959 -6.208 -0.06
C -9.899 -2.518 -6.274 -0.07
C -8.768 -3.229 -5.450 -0.07
C -7.833 -2.316 -4.623 -0.05
C -4.524 1.750 -2.945 -0.16
C -4.945 1.826 -1.402 -0.05
C -4.744 3.255 -0.716 -0.28
F -3.597 3.973 -1.146 0.07
F -5.884 4.072 -1.085 0.03
C -4.821 3.162 0.912 -0.20
F -5.265 4.468 1.333 0.07
F -5.855 2.257 1.266 0.08
C -3.402 2.868 1.604 -0.17
F -2.684 4.117 1.565 0.07
F -2.586 1.962 0.836 0.07
C -3.481 2.467 3.166 -0.17
F -4.640 3.076 3.760 0.09
F -2.364 3.091 3.798 0.09
C -3.595 0.891 3.450 -0.19
F -4.377 0.757 4.653 0.08
F -4.275 0.153 2.453 0.11
C -2.208 0.146 3.745 -0.31
F -2.543 -1.230 3.994 0.08
F -1.303 0.131 2.663 0.11
F -1.529 0.587 4.900 0.11
H -4.688 0.850 -6.569 0.14
H -7.542 2.027 -4.603 0.12
H -7.339 2.005 -2.783 0.13
H -7.086 -0.266 -2.575 0.12
H -5.840 -0.476 -3.928 0.11
H -9.257 1.058 -5.312 0.08
H -10.898 -0.437 -6.805 0.08
H -10.577 -3.174 -6.914 0.08
H -8.592 -4.351 -5.425 0.08
H -6.995 -2.821 -4.010 0.10
H -4.159 0.676 -3.181 0.13
H -3.583 2.412 -3.088 0.15
H -6.006 1.481 -1.167 0.12
H -4.245 1.093 -0.840 0.14
C 0.836 2.139 2.486 -0.06
C 1.497 0.976 2.878 -0.06
C 2.411 0.372 2.022 0.02
C 2.658 0.923 0.764 -0.07
C 1.979 2.073 0.362 -0.08
C 1.076 2.687 1.230 0.01
C 2.196 2.639 -0.989 -0.28
O 1.606 3.646 -1.340 0.11
C 3.134 1.958 -1.910 -0.08
C 3.306 2.447 -3.206 0.01
C 4.196 1.821 -4.073 -0.05
C 4.923 0.712 -3.647 -0.05
C 4.751 0.219 -2.358 0.01
C 3.848 0.836 -1.490 -0.08
C 3.646 0.283 -0.133 -0.24
O 4.280 -0.692 0.241 0.06
H 0.130 2.615 3.158 0.10
H 1.301 0.542 3.853 0.11
H 2.926 -0.531 2.336 0.12
H 0.554 3.590 0.928 0.12
H 2.745 3.312 -3.544 0.12
H 4.324 2.199 -5.082 0.11
H 5.623 0.229 -4.322 0.11
H 5.317 -0.648 -2.033 0.12
C 11.132 -3.899 6.061 -0.06
C 11.672 -3.138 5.025 -0.06
C 10.850 -2.659 4.011 0.00
C 9.485 -2.949 4.024 -0.08
C 8.949 -3.730 5.047 -0.08
C 9.774 -4.195 6.073 0.00
C 7.511 -4.086 5.046 -0.28
O 7.042 -4.767 5.943 0.10
C 6.656 -3.612 3.936 -0.09
C 5.313 -3.987 3.890 0.00
C 4.498 -3.534 2.857 -0.05
C 5.020 -2.698 1.870 -0.06
C 6.359 -2.327 1.910 0.01
C 7.182 -2.791 2.937 -0.08
C 8.615 -2.419 2.950 -0.28
O 9.074 -1.691 2.085 0.10
H 11.773 -4.265 6.856 0.11
H 12.735 -2.918 5.010 0.11
H 11.275 -2.063 3.210 0.12
H 9.360 -4.792 6.879 0.12
H 4.899 -4.635 4.656 0.12
H 3.455 -3.832 2.820 0.11
H 4.382 -2.340 1.068 0.08
H 6.760 -1.680 1.136 0.12
```

Output
LUMO level in hartree: -0.0466
SMILES: O=C(O)N(CCc1ccccc1)CCC(F)(F)C(F)(F)C(F)(F)C(F)(F)C(F)(F)C(F)(F)F.O=C1c2ccccc2C(=O)c2ccccc21.O=C1c2ccccc2C(=O)c2ccccc21
Spin multiplicity: 1
HOMO in eV: -8.9

***

No. 4
One molecule with the formula C2H2N2O2 in a non-equilibrium geometry, computed with ωB97M-V with the def2-TZVPD basis set.

The geometry in XYZ format:
```
8
Properties=species:S:1:pos:R:3:lowdin_charge:R:1
C 0.026 -0.263 -1.025 -0.02
C 0.046 0.837 0.047 -0.51
N -0.006 -1.407 -0.514 -0.03
N 0.149 0.167 1.189 0.21
O 0.143 1.981 -0.345 0.06
O 0.032 -1.447 0.715 0.01
H 0.018 -0.171 -2.109 0.13
H -0.408 0.304 2.042 0.15
```

Output
LUMO level in hartree: -0.0034
SMILES: O=c1cno[nH]1
Energy relative to the best compared isomer or geometry (same formula, charge and spin) in eV: 4.269
Spin multiplicity: 1
HOMO in eV: -10.2

***

No. 5
A 12-piece molecular cluster, C44H51F11N2O33P overall in a non-equilibrium geometry, computed with ωB97M-V with the def2-TZVPD basis set.

The geometry in XYZ format:
```
142
Properties=species:S:1:pos:R:3:lowdin_charge:R:1
C 1.998 2.852 2.266 0.05
C 0.743 3.510 2.231 -0.08
C -0.802 4.057 2.235 -0.18
C -1.465 4.284 0.753 -0.19
C -0.908 3.284 -0.421 -0.09
C 0.431 3.999 -1.118 -0.05
N 0.389 5.454 -1.546 0.10
C 1.811 5.662 -2.061 -0.33
P 2.538 7.308 -2.734 0.87
C 1.251 8.261 -3.799 -0.34
C 2.772 8.388 -1.129 -0.42
C 3.703 7.469 -0.120 -0.20
C 2.780 4.339 -1.976 0.02
N 1.806 3.340 -1.361 0.07
H 3.012 2.269 2.039 0.07
H -0.787 5.101 2.811 0.13
H -1.480 3.347 2.876 0.13
H -2.643 4.122 0.855 0.12
H -1.337 5.438 0.477 0.11
H -0.601 2.248 0.063 0.13
H -1.734 3.019 -1.231 0.12
H -0.413 6.127 -1.487 0.16
H 1.856 9.063 -4.432 0.06
H 0.590 8.899 -3.043 0.05
H 0.614 7.555 -4.487 0.05
H 1.691 8.472 -0.629 0.08
H 3.231 9.447 -1.368 0.10
H 4.160 8.072 0.787 0.08
H 3.043 6.578 0.297 0.06
H 4.550 6.959 -0.784 0.08
H 3.916 4.223 -2.271 0.15
H 2.102 2.363 -1.129 0.16
C 2.588 -0.445 3.420 -0.09
C 3.107 -1.343 2.351 -0.34
O 3.835 -2.318 3.063 0.14
C 3.221 -2.401 4.277 -0.50
O 3.384 -3.318 5.065 0.15
O 2.393 -1.335 4.501 0.08
F 3.963 -0.682 1.539 0.07
H 3.307 0.328 3.712 0.14
H 1.649 0.039 3.137 0.11
H 2.328 -1.828 1.754 0.14
C -1.346 -2.970 3.145 -0.05
C -2.557 -2.223 3.589 -0.32
O -2.120 -0.884 3.633 0.15
C -1.141 -0.799 2.690 -0.50
O -0.712 0.251 2.240 0.10
O -0.701 -2.036 2.303 0.07
F -2.921 -2.594 4.837 0.10
H -0.680 -3.230 3.974 0.15
H -1.598 -3.883 2.597 0.15
H -3.412 -2.310 2.910 0.14
C 4.351 -4.720 -0.442 -0.05
C 3.374 -5.277 -1.420 -0.33
O 2.124 -4.904 -0.886 0.16
C 2.360 -3.750 -0.202 -0.48
O 1.487 -2.981 0.165 0.13
O 3.696 -3.553 0.015 0.07
F 3.439 -6.627 -1.452 0.08
H 4.531 -5.391 0.405 0.16
H 5.311 -4.475 -0.905 0.15
H 3.476 -4.874 -2.434 0.14
C 4.939 5.221 4.204 -0.07
C 3.728 5.968 4.649 -0.33
O 4.164 7.307 4.693 0.14
C 5.144 7.392 3.750 -0.50
O 5.573 8.442 3.300 0.13
O 5.583 6.156 3.362 0.08
F 3.364 5.597 5.897 0.09
H 5.604 4.961 5.034 0.15
H 4.687 4.309 3.657 0.13
H 2.873 5.881 3.970 0.17
C -5.798 -0.458 1.205 -0.06
C -6.945 -1.152 0.555 -0.32
O -6.526 -2.496 0.493 0.12
C -5.688 -2.655 1.556 -0.50
O -5.341 -3.738 1.998 0.16
O -5.290 -1.452 2.072 0.06
F -7.127 -0.704 -0.708 0.08
H -5.019 -0.166 0.492 0.15
H -6.110 0.428 1.765 0.15
H -7.885 -1.084 1.113 0.18
C 2.148 -9.316 -0.610 -0.09
C 1.000 -10.010 -1.260 -0.33
O 1.420 -11.354 -1.322 0.15
C 2.257 -11.513 -0.259 -0.50
O 2.604 -12.596 0.183 0.15
O 2.656 -10.310 0.257 0.08
F 0.819 -9.562 -2.523 0.07
H 2.926 -9.024 -1.323 0.13
H 1.836 -8.430 -0.050 0.14
H 0.060 -9.942 -0.702 0.16
C -6.073 -3.938 -2.377 -0.08
C -4.643 -4.340 -2.265 -0.32
O -4.668 -5.725 -2.529 0.15
C -5.733 -5.908 -3.359 -0.48
O -5.920 -6.915 -4.021 0.13
O -6.565 -4.822 -3.364 0.09
F -4.186 -4.155 -1.007 0.08
H -6.630 -4.089 -1.445 0.14
H -6.189 -2.897 -2.689 0.14
H -3.979 -3.842 -2.980 0.18
C -4.986 5.614 -1.962 -0.07
C -4.466 4.716 -3.032 -0.32
O -3.739 3.741 -2.319 0.12
C -4.353 3.658 -1.105 -0.52
O -4.190 2.741 -0.318 0.13
O -5.180 4.724 -0.881 0.08
F -3.610 5.377 -3.843 0.08
H -4.266 6.386 -1.670 0.15
H -5.924 6.098 -2.245 0.15
H -5.246 4.231 -3.628 0.18
C 2.270 -7.006 -4.981 -0.06
C 2.679 -6.516 -6.328 -0.32
O 2.511 -5.119 -6.236 0.15
C 2.715 -4.824 -4.921 -0.49
O 2.925 -3.699 -4.497 0.14
O 2.663 -5.943 -4.136 0.04
F 1.846 -6.983 -7.285 0.09
H 1.189 -7.157 -4.896 0.16
H 2.777 -7.934 -4.704 0.15
H 3.717 -6.745 -6.593 0.18
C -4.854 -9.270 -2.679 -0.08
C -5.445 -10.483 -2.045 -0.32
O -4.329 -11.144 -1.494 0.15
C -3.439 -10.154 -1.203 -0.49
O -2.475 -10.294 -0.469 0.13
O -3.762 -8.981 -1.829 0.08
F -6.002 -11.291 -2.976 0.08
H -4.485 -9.460 -3.693 0.16
H -5.557 -8.434 -2.713 0.11
H -6.173 -10.267 -1.256 0.18
C 3.397 11.224 4.314 -0.08
C 3.806 11.714 2.967 -0.33
O 3.638 13.110 3.059 0.14
C 3.842 13.406 4.374 -0.50
O 4.052 14.530 4.798 0.15
O 3.790 12.287 5.159 0.08
F 2.973 11.247 2.011 0.07
H 2.316 11.073 4.400 0.15
H 3.904 10.296 4.591 0.13
H 4.844 11.485 2.702 0.18
```

Output
LUMO level in hartree: -0.1338
Charge: +1
Spin multiplicity: 1
HOMO in eV: -11.5

***

No. 6
An isolated ion of composition C3H5N2 and charge +1 in a non-equilibrium geometry, computed with ωB97M-V with the def2-TZVPD basis set.

The geometry in XYZ format:
```
10
Properties=species:S:1:pos:R:3:lowdin_charge:R:1
C -0.489 1.413 1.470 0.18
C 0.262 -0.971 -0.973 -0.23
C 0.008 0.943 0.402 0.05
N 0.055 -1.798 -0.061 0.18
N 0.293 0.416 -0.757 0.13
H -1.528 1.299 1.813 0.15
H 0.526 -1.239 -1.932 0.11
H 0.215 1.671 2.145 0.08
H 0.083 -2.752 -0.498 0.11
H 0.575 1.018 -1.608 0.23
```

Output
LUMO level in hartree: -0.2177
SMILES: [H]/N=C/[NH+]=C=C
Energy relative to the best compared isomer or geometry (same formula, charge and spin) in eV: 3.667
Charge: +1
Spin multiplicity: 1
HOMO in eV: -15.9

***

No. 7
A 3-piece molecular cluster, C18H30Br4FO8P overall, computed with ωB97M-V with the def2-TZVPD basis set.

The geometry in XYZ format:
```
62
Properties=species:S:1:pos:R:3:lowdin_charge:R:1
C 0.112 -0.399 3.045 -0.15
C 0.042 0.377 1.745 -0.72
Br 1.709 0.076 0.759 0.85
C -1.110 0.102 0.766 -0.62
Br -1.413 -1.782 0.483 0.81
C -2.430 0.863 0.984 -0.48
F -3.251 0.541 -0.040 0.07
O -2.054 2.233 0.881 0.13
C -1.976 2.751 2.131 -0.57
O -1.597 3.838 2.394 0.21
O -2.376 1.815 3.035 -0.01
C -3.219 0.882 2.320 -0.44
C -3.323 -0.446 3.093 -0.68
Br -3.720 -0.045 4.970 0.83
C -4.328 -1.464 2.506 -0.77
C -5.706 -1.577 3.145 -0.23
Br -3.548 -3.266 2.634 0.68
P -5.025 1.620 2.084 1.00
C -4.981 2.918 3.372 -0.24
O -4.836 2.599 0.767 -0.29
H 0.081 -1.475 2.876 0.06
H 1.049 -0.158 3.545 0.08
H -0.689 -0.096 3.721 0.07
H 0.067 1.441 1.970 0.09
H -0.791 0.470 -0.207 0.07
H -2.354 -0.925 3.164 0.01
H -4.428 -1.271 1.438 0.08
H -5.636 -2.029 4.131 0.05
H -6.322 -2.220 2.517 0.08
H -6.186 -0.604 3.216 0.03
H -4.603 3.844 2.936 0.05
H -4.364 2.652 4.225 0.01
H -6.006 3.079 3.709 0.04
H -5.437 2.323 0.069 0.06
O 2.275 -0.077 -6.402 0.10
C 2.419 0.590 -5.413 -0.53
O 2.073 0.058 -4.223 -0.01
C 2.366 0.696 -2.969 -0.24
C 1.334 1.725 -2.566 -0.07
C 2.916 2.016 -5.474 0.01
H 3.373 1.118 -2.984 0.12
H 2.378 -0.119 -2.249 0.08
H 1.293 2.571 -3.253 0.07
H 1.580 2.099 -1.573 0.06
H 0.342 1.272 -2.529 0.08
H 2.052 2.670 -5.594 0.09
H 3.543 2.112 -6.355 0.09
H 3.470 2.338 -4.597 0.07
O 4.717 -0.591 0.370 0.05
C 4.932 -1.376 -0.514 -0.53
O 3.972 -1.550 -1.448 -0.05
C 4.149 -2.348 -2.629 -0.22
C 3.849 -3.808 -2.377 -0.05
C 6.196 -2.196 -0.579 0.02
H 5.148 -2.199 -3.043 0.12
H 3.440 -1.929 -3.343 0.11
H 4.546 -4.246 -1.661 0.07
H 3.920 -4.369 -3.309 0.08
H 2.839 -3.919 -1.981 0.09
H 6.030 -3.120 -0.024 0.10
H 6.983 -1.635 -0.082 0.09
H 6.514 -2.451 -1.586 0.07
```

Output
LUMO level in hartree: 0.0139
SMILES: C[C@H](Br)[C@H](Br)[C@@]1(P(C)O)OC(=O)O[C@@]1(F)[C@H](Br)[C@@H](C)Br.CCOC(C)=O.CCOC(C)=O
Spin multiplicity: 1
HOMO in eV: -9.4

***

No. 8
An isolated ion of composition C4H9N and charge -1 in a non-equilibrium geometry, computed with ωB97M-V with the def2-TZVPD basis set.

The geometry in XYZ format:
```
14
Properties=species:S:1:pos:R:3:lowdin_charge:R:1
C 0.540 -0.717 -1.781 -0.28
N 0.293 1.338 0.142 0.01
C -0.276 0.121 0.369 -0.56
C -0.394 -0.810 -0.577 -0.20
C -0.397 -0.051 1.882 -0.23
H -0.129 -0.704 -2.699 0.05
H 1.109 -1.624 -1.917 0.03
H 1.139 0.201 -1.909 0.00
H 0.594 1.692 -0.861 0.06
H 0.655 1.762 0.914 -0.06
H -1.061 -1.689 -0.468 0.08
H -1.030 0.704 2.286 0.02
H -0.823 -1.032 1.974 0.04
H 0.657 0.064 2.318 0.05
```

Output
LUMO level (alpha / beta) in hartree: 0.1593 / 0.1663
Energy relative to the best compared isomer or geometry (same formula, charge and spin) in eV: 1.004
Charge: -1
Spin multiplicity: 2
<S²>: 0.750
HOMO (alpha / beta) in eV: 1.4 / -3.6

***

What did the fourth record say?
One molecule with the formula C2H2N2O2 in a non-equilibrium geometry, computed with ωB97M-V with the def2-TZVPD basis set.

The geometry in XYZ format:
```
8
Properties=species:S:1:pos:R:3:lowdin_charge:R:1
C 0.026 -0.263 -1.025 -0.02
C 0.046 0.837 0.047 -0.51
N -0.006 -1.407 -0.514 -0.03
N 0.149 0.167 1.189 0.21
O 0.143 1.981 -0.345 0.06
O 0.032 -1.447 0.715 0.01
H 0.018 -0.171 -2.109 0.13
H -0.408 0.304 2.042 0.15
```

Output
LUMO level in hartree: -0.0034
SMILES: O=c1cno[nH]1
Energy relative to the best compared isomer or geometry (same formula, charge and spin) in eV: 4.269
Spin multiplicity: 1
HOMO in eV: -10.2

***

> Among the records above, which one has the highest spin multiplicity?

C4H9N

***

> Which of these has the highest spin multiplicity?

C4H9N

***

> Which value of spin multiplicity does entry 5 give?

1